[1]
The following is a quantum chemistry calculation of a cluster of 2 separate species, C2F2IO2 in total at a distorted geometry, from the OMol25 dataset.

XYZ file:
```
7
C2F2IO2 (the ωB97M-V functional and the def2-TZVPD basis)
C 1.280 0.771 0.080
C -0.592 -0.398 -0.072
O 1.377 1.130 1.200
O 1.644 0.700 -1.045
F -0.801 -1.125 -1.284
F -0.272 -1.343 0.854
I -2.635 0.266 0.267
```

The highest occupied orbital energy (alpha / beta) is -0.75 / -5.02 eV. The charge is -1. The electronic energy comes out at -724.0567 hartree. Its spin multiplicity is 3. As for the energy above the lowest of the compared OMol25 structures with the same formula, charge and spin: 5.5 kcal/mol. The value obtained for the LUMO energy (alpha / beta) is 3.6 / 2.0 eV.

Atomic partial charges in e from the Mulliken method, atoms 1 to 4:
1. C 0.626
2. C 0.134
3. O -0.420
4. O -0.416



[2]
The following is a quantum chemistry calculation of the molecule C4H7NS at a distorted geometry, from the OMol25 dataset.

XYZ file:
```
13
C4H7NS (the ωB97M-V functional and the def2-TZVPD basis)
C -0.113 -1.860 -0.334
N 0.231 -0.552 0.195
C 0.859 0.620 -0.315
C 0.053 1.586 0.465
C -0.950 0.463 0.757
S -2.512 0.302 1.118
H -0.011 -2.568 0.551
H -1.073 -1.795 -0.840
H 0.639 -2.263 -1.037
H 0.744 0.830 -1.429
H 2.004 0.875 -0.233
H -0.327 2.363 -0.220
H 0.455 2.000 1.322
```

The highest occupied orbital energy is -8.69 eV. The electronic energy comes out at -609.4609 hartree. Its spin multiplicity is 1. As for the energy above the lowest of the compared OMol25 structures with the same formula, charge and spin: 61.2 kcal/mol. The value obtained for the LUMO energy is 0.3 eV.

Atomic partial charges in e from the Mulliken method, atoms 1 to 4:
1. C -0.816
2. N -0.073
3. C -0.385
4. C -0.335



[3]
The following is a quantum chemistry calculation of a structure of composition C5H8LiMgO4 at a distorted geometry, from the OMol25 dataset.

XYZ file:
```
19
C5H8LiMgO4 (the ωB97M-V functional and the def2-TZVPD basis)
C 0.525 3.406 0.746
C 1.067 3.445 -0.661
O 2.044 2.593 -0.870
Li 1.789 0.810 -1.139
H -0.048 4.320 0.963
H -0.081 2.497 0.874
H 1.351 3.275 1.463
H 1.335 4.419 -1.120
H -0.004 3.363 -1.670
O -0.722 3.010 -4.321
C 1.170 0.554 -3.195
C -1.020 2.801 -3.089
O 1.803 0.676 -4.247
O -0.225 0.592 -3.505
C -1.058 1.352 -2.648
Mg 0.170 1.495 -5.459
H -1.863 3.393 -2.685
H -2.081 0.958 -2.712
H -0.670 1.332 -1.609
```

The highest occupied orbital energy (alpha / beta) is -5.65 / -8.45 eV. The electronic energy comes out at -703.8204 hartree. Its spin multiplicity is 2. As for the energy above the lowest of the compared OMol25 structures with the same formula, charge and spin: 43.3 kcal/mol. The value obtained for the LUMO energy (alpha / beta) is -0.5 / -0.5 eV.

Atomic partial charges in e from the Mulliken method, atoms 1 to 4:
1. C -0.827
2. C 0.221
3. O -0.807
4. Li 0.924



Please write out number 3 again, unchanged.
The following is a quantum chemistry calculation of a structure of composition C5H8LiMgO4 at a distorted geometry, from the OMol25 dataset.

XYZ file:
```
19
C5H8LiMgO4 (the ωB97M-V functional and the def2-TZVPD basis)
C 0.525 3.406 0.746
C 1.067 3.445 -0.661
O 2.044 2.593 -0.870
Li 1.789 0.810 -1.139
H -0.048 4.320 0.963
H -0.081 2.497 0.874
H 1.351 3.275 1.463
H 1.335 4.419 -1.120
H -0.004 3.363 -1.670
O -0.722 3.010 -4.321
C 1.170 0.554 -3.195
C -1.020 2.801 -3.089
O 1.803 0.676 -4.247
O -0.225 0.592 -3.505
C -1.058 1.352 -2.648
Mg 0.170 1.495 -5.459
H -1.863 3.393 -2.685
H -2.081 0.958 -2.712
H -0.670 1.332 -1.609
```

The highest occupied orbital energy (alpha / beta) is -5.65 / -8.45 eV. The electronic energy comes out at -703.8204 hartree. Its spin multiplicity is 2. As for the energy above the lowest of the compared OMol25 structures with the same formula, charge and spin: 43.3 kcal/mol. The value obtained for the LUMO energy (alpha / beta) is -0.5 / -0.5 eV.

Atomic partial charges in e from the Mulliken method, atoms 1 to 4:
1. C -0.827
2. C 0.221
3. O -0.807
4. Li 0.924



> electronic energy of number 2 (C4H7NS)?

-609.4609 hartree



> Among the records above, which one has the lowest electronic energy?

C2F2IO2



> electronic energy of number 2 (C4H7NS)?

-609.4609 hartree